(w)
C5H6O2 | ωB97M-V with the def2-TZVPD basis set

Geometry as XYZ:
```
13
Properties=species:S:1:pos:R:3
C -1.008 2.189 -0.620
C -0.622 1.130 -0.198
C -0.037 -0.089 0.378
C -1.051 -1.026 1.018
O 0.638 -0.850 -0.649
C 1.860 -0.396 -0.957
O 2.392 0.565 -0.469
H -1.328 3.135 -0.998
H 0.739 0.249 1.072
H -1.649 -0.495 1.764
H -0.544 -1.863 1.507
H -1.726 -1.426 0.257
H 2.313 -1.045 -1.718
```

As for the net charge: 0. The SMILES is C#C[C@@H](C)OC=O. Its LUMO energy is 0.9637 eV. The value obtained for the orbital gap is 11.326 eV.

(x)
C5H6O2 | ωB97M-V with the def2-TZVPD basis set

Geometry as XYZ:
```
13
Properties=species:S:1:pos:R:3
C -0.828 -0.835 2.423
C -0.653 -0.512 1.276
C -0.398 -0.142 -0.117
C 0.446 -1.216 -0.796
O 1.159 -0.994 -1.748
C 0.249 1.253 -0.263
O 0.293 1.665 -1.602
H -0.993 -1.116 3.440
H -1.352 -0.111 -0.666
H 0.373 -2.234 -0.368
H 1.246 1.232 0.202
H -0.358 1.980 0.282
H 0.831 1.008 -2.069
```

As for the net charge: 0. The SMILES is C#C[C@H](C=O)CO. Its LUMO energy is 0.6114 eV. The value obtained for the orbital gap is 10.730 eV.

(y)
C5H6O2 | ωB97M-V with the def2-TZVPD basis set

Geometry as XYZ:
```
13
Properties=species:S:1:pos:R:3
C -1.636 -0.775 -0.129
C -0.279 -0.189 0.143
C 0.251 1.310 0.001
C 0.932 0.116 -0.630
C 1.704 -0.445 0.523
O 2.823 -0.430 0.931
O 0.525 -0.769 1.215
H -2.317 -0.557 0.701
H -1.666 -1.862 -0.293
H -2.025 -0.283 -1.022
H 0.561 1.684 0.971
H 0.100 2.142 -0.709
H 1.027 0.058 -1.701
```

As for the net charge: 0. Its LUMO energy is 0.8559 eV. The value obtained for the orbital gap is 10.776 eV.

(z)
C5H6O2 | ωB97M-V with the def2-TZVPD basis set

Geometry as XYZ:
```
13
Properties=species:S:1:pos:R:3
C -1.641 -0.835 -0.091
C -0.267 -0.352 0.215
C 0.400 1.534 -0.074
C 0.728 0.236 -0.637
C 1.860 -0.637 0.406
O 2.900 -0.645 0.948
O 0.453 -0.806 1.226
H -2.251 -0.799 0.812
H -1.636 -1.872 -0.462
H -2.074 -0.189 -0.855
H 0.582 1.760 0.966
H 0.319 2.413 -0.731
H 0.628 0.191 -1.724
```

As for the net charge: 0. Its LUMO energy is 0.5787 eV. The value obtained for the orbital gap is 8.682 eV.

Most stable to least stable: (w), (y), (x), (z)

(w)
C5H6O2 | ωB97M-V with the def2-TZVPD basis set

Geometry as XYZ:
```
13
Properties=species:S:1:pos:R:3
O -0.917 -0.214 2.059
C -0.572 -0.337 0.914
C -1.464 -0.798 -0.240
O -0.658 -0.677 -1.407
C 0.512 -0.045 -1.076
C 1.070 1.383 0.266
C 0.819 -0.087 0.329
H -2.344 -0.164 -0.373
H -1.786 -1.837 -0.087
H 1.233 -0.115 -1.886
H 0.598 2.024 1.038
H 2.012 1.798 -0.094
H 1.498 -0.930 0.557
```

As for the net charge: 0. Its LUMO energy (alpha / beta) is 0.7319 / 0.7321 eV. The value obtained for the orbital gap (alpha / beta) is 8.779 / 8.780 eV.

(x)
C5H6O2 | ωB97M-V with the def2-TZVPD basis set

Geometry as XYZ:
```
13
Properties=species:S:1:pos:R:3
O -0.174 1.079 -2.553
C 0.157 0.553 -1.529
C -0.008 -0.863 -0.946
C -0.087 -0.118 0.384
C -0.490 -0.521 1.723
O -1.390 0.170 0.864
C 0.678 1.079 -0.179
H 0.936 -1.411 -1.060
H -0.854 -1.487 -1.237
H -0.760 -1.560 1.912
H -0.148 0.043 2.590
H 0.371 2.070 0.158
H 1.767 0.965 -0.127
```

As for the net charge: 0. Its LUMO energy is 0.8071 eV. The value obtained for the orbital gap is 10.571 eV.

Most stable to least stable: (x), (w)